1.
88
Properties=species:S:1:pos:R:3:lowdin_spin:R:1 method="wB97M-V/def2-TZVPD" multiplicity=6 e_lumo_ev="-1.8 / -4.4" charge=+1 energy_ev=-113434.398 relative_energy_kcal_mol=16.1
Fe -0.1027 0.2549 0.0840 3.734
C 3.7556 -4.8932 0.4147 0.011
C 3.2179 -3.5284 0.7355 0.063
C 2.6919 -3.2324 1.9935 -0.010
C 2.1838 -1.9832 2.2704 0.063
C 2.1626 -0.9706 1.2995 0.027
N 1.5787 0.2600 1.5486 0.427
C 1.8187 0.8565 2.7422 0.033
C 3.0607 0.6425 3.3942 0.093
C 3.3927 1.2508 4.5756 -0.013
C 2.4840 2.1078 5.1985 0.105
C 2.8086 2.7809 6.4990 0.019
C 1.2636 2.3364 4.5722 -0.013
C 0.9195 1.7662 3.3581 0.090
N -0.3729 2.0549 2.8381 0.013
C -1.2620 2.9542 3.3410 0.010
C -2.4490 2.7789 2.6896 0.008
C -2.2002 1.7407 1.7804 0.015
N -0.9509 1.3182 1.8616 0.033
C 2.6643 -1.2831 0.0273 0.055
C 3.1893 -2.5329 -0.2363 -0.006
N 2.6968 -0.2940 -0.9922 0.003
C 3.6582 -0.0974 -1.9226 0.011
C 3.2651 0.9602 -2.7024 0.003
C 2.0281 1.3518 -2.1714 0.015
N 1.6940 0.5970 -1.1370 0.029
H 3.9942 -5.4439 1.3230 0.000
H 4.6548 -4.8289 -0.1985 0.002
H 3.0167 -5.4728 -0.1429 0.005
H 2.6672 -3.9989 2.7584 -0.001
H 1.7390 -1.7773 3.2364 0.001
H 3.7785 -0.0014 2.9042 0.002
H 4.3608 1.0650 5.0237 -0.003
H 3.5655 2.2262 7.0504 0.001
H 1.9223 2.8775 7.1253 0.003
H 3.1972 3.7861 6.3203 0.008
H 0.5547 2.9690 5.0853 -0.003
H -1.0016 3.6624 4.1049 0.000
H -3.3666 3.3179 2.8494 0.000
H -2.8725 1.2758 1.0774 0.001
H 3.5600 -2.7510 -1.2314 -0.001
H 4.5477 -0.7039 -1.9532 0.001
H 3.7987 1.3937 -3.5303 0.000
H 1.3727 2.1485 -2.4849 0.001
O -1.1526 -2.3809 3.4571 0.001
C -1.7247 -3.4162 2.8005 0.000
C -2.2507 -4.4493 3.5742 0.000
C -2.8506 -5.5351 2.9708 0.000
C -2.9293 -5.6230 1.5820 0.000
C -2.4047 -4.6071 0.8114 0.000
C -1.8036 -3.4885 1.3973 0.002
C -1.2752 -2.4017 0.5421 0.004
O -0.7474 -1.3643 1.1183 0.063
N -1.3540 -2.5222 -0.7488 0.005
N -0.8215 -1.4012 -1.3709 0.033
C -0.9010 -1.4808 -2.6445 0.013
S -1.6428 -2.8718 -3.4174 0.006
C -1.1991 -2.3647 -5.1028 0.001
C -1.1922 -0.8529 -5.1749 0.000
S -0.2982 -0.2320 -3.7240 0.004
H -0.8850 -1.7362 2.7628 0.000
H -2.1746 -4.3731 4.6515 0.000
H -3.2661 -6.3234 3.5867 0.000
H -3.3952 -6.4800 1.1140 0.000
H -2.4434 -4.6506 -0.2687 0.000
H -1.9479 -2.7872 -5.7718 0.000
H -0.2238 -2.7779 -5.3542 0.000
H -2.2049 -0.4503 -5.1697 0.000
H -0.6622 -0.4864 -6.0533 0.000
C -1.2536 4.9108 -4.6096 0.000
C -2.6117 4.2351 -4.4427 0.000
C -2.6148 2.8364 -5.0560 0.000
C -3.0519 4.2151 -2.9767 0.000
N -2.1930 3.3750 -2.1387 0.000
C -2.2557 2.0670 -1.9043 0.001
N -1.2551 1.7443 -1.1278 0.027
N -0.5770 2.8920 -0.8788 0.005
N -1.1325 3.8735 -1.4862 0.001
H -0.9653 4.9263 -5.6610 0.000
H -0.4760 4.3779 -4.0570 0.000
H -1.2732 5.9405 -4.2493 0.000
H -3.3678 4.8366 -4.9541 0.000
H -1.8585 2.1958 -4.5905 0.000
H -2.3807 2.8937 -6.1192 0.000
H -3.5906 2.3528 -4.9571 0.000
H -4.0675 3.8329 -2.8839 0.000
H -3.0124 5.2151 -2.5507 0.000
H -2.9976 1.3952 -2.3035 0.000

2.
85
Properties=species:S:1:pos:R:3:lowdin_charge:R:1 method="wB97M-V/def2-TZVPD" e_lumo_ev=2.4 charge=-1 energy_ev=-150276.024 relative_energy_kcal_mol=22.6
Ir -1.2421 1.2866 -0.7397 0.987
C 0.7783 0.8736 2.5493 -0.169
N 0.3937 -0.3278 1.7629 -0.480
P 1.7844 -0.7245 0.7442 1.068
C 2.8525 -1.4113 2.0767 -0.389
C 4.1678 -0.9588 2.1196 -0.104
C 5.0421 -1.3939 3.1100 -0.091
C 4.6005 -2.2827 4.0769 -0.098
C 3.2856 -2.7360 4.0507 -0.084
C 2.4209 -2.3025 3.0592 -0.097
C 1.3323 -2.2412 -0.1838 -0.367
C 1.9512 -3.4730 0.0298 -0.095
C 1.6743 -4.5570 -0.7955 -0.093
C 0.7766 -4.4277 -1.8444 -0.087
C 0.1766 -3.1982 -2.0861 -0.058
C 0.4724 -2.1139 -1.2780 -0.122
P -1.1474 -0.0977 1.0038 0.826
C -1.7562 -1.8073 0.7994 -0.331
C -1.2254 -2.8833 1.5062 -0.111
C -1.7334 -4.1601 1.3320 -0.082
C -2.7905 -4.3711 0.4548 -0.093
C -3.3391 -3.2993 -0.2330 -0.069
C -2.8261 -2.0198 -0.0642 -0.073
C -2.1567 0.3807 2.4638 -0.328
C -2.2139 -0.3919 3.6233 -0.091
C -3.0144 -0.0061 4.6844 -0.090
C -3.7753 1.1565 4.5940 -0.097
C -3.7248 1.9276 3.4448 -0.075
C -2.9147 1.5427 2.3812 -0.074
H 1.7808 0.7307 2.9521 0.066
H 0.1014 0.9893 3.3930 0.072
H 0.7660 1.7882 1.9491 0.060
H 4.5058 -0.2531 1.3681 0.097
H 6.0617 -1.0296 3.1280 0.098
H 5.2744 -2.6203 4.8549 0.097
H 2.9358 -3.4275 4.8077 0.100
H 1.3970 -2.6564 3.0476 0.090
H 2.6514 -3.6022 0.8442 0.090
H 2.1622 -5.5066 -0.6093 0.095
H 0.5519 -5.2779 -2.4773 0.097
H -0.5237 -3.0630 -2.9015 0.108
H 0.0036 -1.1612 -1.4969 0.049
H -0.3941 -2.7134 2.1778 0.069
H -1.2966 -4.9928 1.8702 0.099
H -3.1820 -5.3704 0.3065 0.095
H -4.1608 -3.4545 -0.9214 0.105
H -3.2427 -1.1902 -0.6211 0.071
H -1.6238 -1.2994 3.6915 0.100
H -3.0522 -0.6114 5.5819 0.097
H -4.4060 1.4566 5.4223 0.096
H -4.3111 2.8347 3.3671 0.104
H -2.8674 2.1580 1.4875 0.076
O -0.1830 5.2060 -0.0033 -0.300
S -0.8429 4.0209 -0.4789 0.500
O -2.2643 3.8658 -0.2630 -0.309
O -0.0821 2.7910 0.0133 -0.507
C -0.8707 2.3493 -2.6240 -0.431
C -0.5557 3.8076 -2.2814 -0.298
C -1.3159 4.7917 -3.1274 -0.068
C -2.3999 4.4317 -3.8034 -0.081
C -2.8948 3.0681 -3.8044 -0.066
C -2.1453 2.0889 -3.2996 -0.249
S -2.9071 0.4740 -3.0240 0.481
O -3.3212 0.6950 -1.5882 -0.431
O -4.0123 0.3302 -3.9343 -0.311
O -1.8956 -0.5696 -3.0693 -0.355
H 0.5131 3.9870 -2.4220 0.085
H -0.9478 5.8100 -3.1502 0.109
H -2.9437 5.1730 -4.3775 0.101
H -3.8712 2.8509 -4.2155 0.108
C 2.3078 2.9567 -3.9689 -0.210
Ge 2.0299 1.7884 -2.3873 0.819
C 2.8095 2.7271 -0.8526 -0.214
C 3.0268 0.1415 -2.7747 -0.218
C 0.1143 1.3578 -2.4011 -0.325
H 3.2150 2.6497 -4.4946 0.009
H 2.4246 4.0039 -3.6825 0.015
H 1.4672 2.8813 -4.6611 0.023
H 3.8617 2.9267 -1.0756 0.017
H 2.7432 2.1138 0.0443 -0.020
H 2.3024 3.6734 -0.6640 0.010
H 4.0546 0.4118 -3.0308 0.013
H 2.5843 -0.3727 -3.6308 0.022
H 3.0465 -0.5487 -1.9320 -0.020
H -0.0285 0.4077 -2.8995 0.035

3.
80
Properties=species:S:1:pos:R:3:lowdin_spin:R:1 method="wB97M-V/def2-TZVPD" multiplicity=5 e_lumo_ev="-3.3 / -4.1" charge=+1 energy_ev=-63681.905 relative_energy_kcal_mol=6.8
Ru -0.1086 -0.1162 -0.2157 2.222
I 3.4853 1.4880 3.0269 0.006
C 2.2360 -0.1831 3.1934 0.027
C 2.1836 -0.9637 4.3344 -0.007
C 1.2984 -2.0184 4.4312 0.027
I 1.2850 -3.1559 6.2044 0.003
C 0.3964 -2.3166 3.3788 -0.002
C -0.6133 -3.2944 3.4131 0.034
C -1.4716 -3.4170 2.3412 -0.004
C -1.3150 -2.5975 1.2249 0.034
N -0.3571 -1.6799 1.1442 0.004
C 0.4766 -1.5233 2.2040 0.002
C 1.4067 -0.4364 2.0860 -0.011
O 1.4120 0.2837 1.0340 0.041
H 2.8371 -0.7285 5.1581 -0.001
H -0.7248 -3.9158 4.2889 0.002
H -2.2748 -4.1367 2.3576 -0.001
H -1.9852 -2.6691 0.3777 0.002
C 0.5351 4.9209 -4.9436 0.000
C 0.8736 5.2379 -3.4784 0.000
C -0.0243 6.3912 -3.0160 0.000
C 2.3392 5.6833 -3.3637 0.000
C 0.6646 3.9829 -2.6567 -0.001
C 1.3710 2.8064 -2.9344 0.002
C 1.1162 1.6639 -2.2076 0.019
N 0.2208 1.6041 -1.2190 0.028
C -0.4438 2.7334 -0.8917 0.003
C -0.2404 3.9132 -1.6066 0.000
C -1.3757 2.6541 0.2428 0.005
C -2.1625 3.7232 0.6791 0.004
C -3.0246 3.5719 1.7554 -0.003
C -3.0458 2.3245 2.3857 0.005
C -2.2425 1.3126 1.9067 0.010
N -1.4396 1.4712 0.8674 0.113
C -3.9345 4.6710 2.2537 0.000
C -3.7841 5.9684 1.4559 0.000
C -5.3837 4.1780 2.1249 0.000
C -3.5814 4.9482 3.7218 0.000
H 0.6347 5.8218 -5.5435 0.000
H -0.4884 4.5628 -5.0273 0.000
H 1.1976 4.1653 -5.3532 0.000
H 0.1558 7.2602 -3.6455 0.000
H 0.1987 6.6760 -1.9894 0.000
H -1.0776 6.1283 -3.1043 0.000
H 2.4846 6.6068 -3.9179 0.000
H 3.0173 4.9378 -3.7670 0.000
H 2.6010 5.8672 -2.3246 0.000
H 2.1116 2.7727 -3.7166 0.000
H 1.6444 0.7385 -2.4270 0.009
H -0.8002 4.7882 -1.3288 0.000
H -2.1130 4.6672 0.1690 0.001
H -3.6850 2.1318 3.2314 0.001
H -2.2515 0.3298 2.3638 0.001
H -4.0436 5.8188 0.4090 0.000
H -2.7708 6.3593 1.5299 0.000
H -4.4599 6.7174 1.8618 0.000
H -5.6031 3.9249 1.0898 0.000
H -6.0703 4.9583 2.4398 0.000
H -5.5634 3.3002 2.7376 0.000
H -2.5337 5.2275 3.8069 0.000
H -3.7550 4.0766 4.3453 0.000
H -4.1873 5.7649 4.1020 0.000
C -3.7199 1.0400 -1.6037 0.022
C -3.5874 -0.2452 -2.3535 0.153
C -4.5557 -0.6867 -3.2190 -0.008
C -4.4256 -1.8915 -3.9020 0.179
C -3.2912 -2.6753 -3.7174 -0.009
C -2.2847 -2.2912 -2.8662 0.155
C -1.0487 -3.1072 -2.6726 0.023
C -2.4017 -1.0444 -2.1434 0.103
N -1.4806 -0.6554 -1.3346 0.778
H -4.6524 1.5382 -1.8519 0.000
H -2.8857 1.7024 -1.8413 0.006
H -3.6916 0.8544 -0.5289 0.006
H -5.4378 -0.0816 -3.3690 -0.003
H -5.2017 -2.2137 -4.5759 0.011
H -3.1961 -3.6043 -4.2593 -0.003
H -1.0679 -3.9938 -3.2989 0.000
H -0.9462 -3.4159 -1.6312 0.006
H -0.1651 -2.5135 -2.9157 0.008